# 1
The following is a DFT calculation (ωB97M-V/def2-TZVPD) of a cluster of 3 separate species, C17H34O6P in total at a distorted geometry.

The orbital gap comes out at 0.341 hartree. The highest occupied orbital energy is -12.578 eV. For the molecular weight, the calculation gives 365.43 g/mol. The calculation puts the total energy at -39741.8348 eV. Its total charge is +1.

Cartesian coordinates (Å):
C 0.4716 -3.1063 -0.6127
C 0.3981 -1.6161 -1.3006
C 1.3279 -0.4768 -0.5436
C 0.8756 -0.3712 1.0328
C 0.4116 1.1727 1.4789
C 1.6075 2.0045 2.2340
C 1.1581 3.4491 2.8651
C 0.3955 3.3464 4.3296
C -1.2113 3.0429 4.2210
C -1.8150 2.0505 5.3773
C -1.0294 0.6228 5.5522
P -1.7679 -0.8373 4.5661
H 1.4829 -3.6248 -0.9434
H -0.4256 -3.7942 -0.9555
H 0.4700 -3.1068 0.5618
H -0.7328 -1.2913 -1.3521
H 0.7479 -1.7579 -2.4322
H 2.4395 -0.9029 -0.5721
H 1.3231 0.5719 -1.1064
H 1.6686 -0.8043 1.7795
H -0.1165 -1.0211 1.1437
H -0.0266 1.7593 0.5371
H -0.4705 0.9966 2.2628
H 2.4263 2.2361 1.3983
H 2.1668 1.3226 3.0284
H 2.1616 4.0628 3.0642
H 0.5312 4.1267 2.1150
H 0.5047 4.4309 4.8165
H 0.9962 2.6237 5.0266
H -1.5326 2.6924 3.1266
H -1.7611 4.0926 4.3668
H -1.8862 2.6215 6.4229
H -2.9521 1.8459 5.0764
H 0.1178 0.6511 5.3239
H -1.1256 0.3275 6.7049
H -1.7828 -0.6202 3.1134
H -3.0587 -1.2719 5.0779
H -0.8720 -1.9860 4.7590
C -2.5999 -1.0482 -4.9959
C -4.0652 -0.7900 -4.8572
O -4.4083 -1.4887 -3.6756
C -3.2655 -1.6068 -2.9383
O -3.2272 -2.0053 -1.7862
O -2.1718 -1.2202 -3.6580
H -2.0729 -0.2142 -5.4674
H -2.3879 -1.9653 -5.5555
H -4.2912 0.2725 -4.7182
H -4.6366 -1.1663 -5.7102
C 4.1707 -1.3129 -4.8416
C 3.0162 -1.5827 -3.9321
O 1.9600 -0.8470 -4.5198
C 2.2720 -0.6901 -5.8395
O 1.5058 -0.2511 -6.6809
O 3.5522 -1.0893 -6.0948
H 4.8637 -2.1570 -4.8964
H 4.7266 -0.4137 -4.5564
H 2.7398 -2.6422 -3.9101
H 3.2036 -1.2430 -2.9097



# 2
The following is a DFT calculation (ωB97M-V/def2-TZVPD) of a cluster of 13 separate species, H28NO12 in total at a distorted geometry.

The orbital gap comes out at 0.395 hartree. The highest occupied orbital energy is -13.727 eV. For the molecular weight, the calculation gives 234.22 g/mol. The calculation puts the total energy at -26506.7030 eV. Its total charge is +1.

Cartesian coordinates (Å):
N 0.2637 0.4513 -0.1835
H 0.1367 -0.3947 -0.5514
H 0.0047 0.3169 0.7498
H -0.5718 0.9331 -0.6357
H 1.0588 0.8135 -0.4526
O -0.8315 2.5872 3.2057
H -1.6945 2.1791 3.3345
H -0.3385 1.7724 3.1980
O 0.7573 0.3639 3.1677
H 0.2102 -0.3120 3.5840
H 1.5288 0.4756 3.5667
O -2.6991 2.0360 -1.3185
H -2.7052 2.9107 -1.6586
H -2.3130 1.7548 -2.1863
O 3.2112 0.5158 1.0257
H 3.1183 0.7858 1.8791
H 3.7102 1.2226 0.6635
O -2.0327 -0.6952 2.1117
H -2.2318 -0.6472 3.0225
H -2.6568 -0.1883 1.7461
O 0.5673 -1.6390 -2.7985
H -0.2441 -2.1581 -2.8466
H 1.0913 -2.0912 -2.0384
O 0.1786 3.3040 0.5848
H -0.4007 3.2263 1.4632
H -0.1188 4.1656 0.2190
O 2.7532 0.3309 -2.4012
H 3.5575 0.7783 -2.2702
H 2.9513 -0.6621 -2.5655
O -2.6813 -1.5967 -0.7635
H -2.4486 -1.5330 -1.7581
H -2.1122 -2.3527 -0.6939
O -0.5979 -2.9187 0.8581
H -1.0180 -3.5488 0.4652
H -1.2132 -2.2854 1.4206
O 1.7519 -2.9101 -0.6116
H 1.8453 -3.7606 -0.9023
H 1.1908 -3.0383 0.0467
O -0.6539 0.8276 -3.0954
H -0.2026 0.9403 -3.8166
H -0.1207 0.0399 -2.7645



# 3
The following is a DFT calculation (ωB97M-V/def2-TZVPD) of a structure of composition C23H22IrN2O2S3 at a distorted geometry.

The orbital gap (spin up / spin down) comes out at 0.269 / 0.217 hartree. The highest occupied orbital energy (spin up / spin down) is -7.532 / -7.582 eV. The spin multiplicity is 2. For the molecular weight, the calculation gives 646.86 g/mol. The calculation puts the total energy at -66628.5209 eV. Its total charge is 0.

Cartesian coordinates (Å):
Ir -0.4381 0.7147 0.1062
C 1.5328 -0.6348 -1.8240
N 1.6511 0.0556 -0.5162
C 2.0905 -0.8860 0.5239
C 1.8217 -0.2950 1.8774
N 0.3729 -0.1910 2.0909
C 0.0930 0.7005 3.2441
C -0.3230 -1.4392 2.3132
C 0.2684 -2.5716 2.8520
C -0.4968 -3.6967 3.1301
C -1.8607 -3.6874 2.8815
C -2.4451 -2.5648 2.3166
C -1.6770 -1.4429 2.0269
S -2.4434 -0.0512 1.2817
C 2.5708 1.1884 -0.5921
C 3.8127 1.0368 -1.2043
C 4.7230 2.0752 -1.2305
C 4.4004 3.2804 -0.6143
C 3.1696 3.4335 -0.0083
C 2.2326 2.3924 -0.0023
S 0.6732 2.7019 0.7292
H 2.4316 -1.2155 -2.0482
H 1.3625 0.1000 -2.6061
H 0.6842 -1.3116 -1.7913
H 3.1536 -1.1140 0.4075
H 1.5238 -1.8130 0.4108
H 2.2274 0.7141 1.9336
H 2.3099 -0.8851 2.6567
H 0.5810 0.3106 4.1426
H -0.9791 0.7525 3.4128
H 0.4647 1.6958 3.0204
H 1.3266 -2.5947 3.0734
H -0.0190 -4.5723 3.5482
H -2.4695 -4.5465 3.1291
H -3.5020 -2.5443 2.0838
H 4.0699 0.0959 -1.6741
H 5.6780 1.9440 -1.7209
H 5.1084 4.0989 -0.6127
H 2.9029 4.3652 0.4746
O -0.4321 0.8092 -3.8719
C -1.0555 0.9831 -2.8459
O -0.5632 1.5022 -1.7588
C -2.5150 0.6449 -2.7715
C -3.4349 1.3358 -3.5492
C -4.7886 1.0649 -3.4318
C -5.2277 0.0838 -2.5490
C -4.3108 -0.6297 -1.7976
C -2.9496 -0.3340 -1.8939
S -1.8063 -1.2330 -0.9208
H -3.0776 2.0893 -4.2392
H -5.5034 1.6179 -4.0271
H -6.2848 -0.1231 -2.4447
H -4.6340 -1.4100 -1.1204



# 4
The following is a DFT calculation (ωB97M-V/def2-TZVPD) of a structure of composition CF3MgNO4RhS3 at a distorted geometry.

The orbital gap (spin up / spin down) comes out at 0.253 / 0.194 hartree. The highest occupied orbital energy (spin up / spin down) is -12.931 / -12.984 eV. The spin multiplicity is 5. For the molecular weight, the calculation gives 370.42 g/mol. The calculation puts the total energy at -59815.0145 eV. Its total charge is +1.

Cartesian coordinates (Å):
Mg 1.2585 2.0556 -0.6922
N 1.2290 1.0442 0.9661
S 0.3775 -0.1323 1.2732
O -0.6440 -0.7605 0.3139
C 1.4580 -1.6546 1.1905
F 2.5396 -1.5051 1.9385
F 1.7982 -1.8083 -0.0947
F 0.8002 -2.7336 1.5912
Rh -0.9919 -0.2821 -1.4644
S -1.2445 2.6591 -2.3203
O -0.1962 1.4747 -1.7602
S -3.0963 1.5920 -1.4252
O -2.8217 0.1138 -2.0441
O -0.4665 -0.0632 2.5277



# 5
The following is a DFT calculation (ωB97M-V/def2-TZVPD) of a cluster of 2 separate species, CH3O3 in total at a distorted geometry.

The orbital gap comes out at 0.317 hartree. The highest occupied orbital energy is -4.168 eV. For the molecular weight, the calculation gives 63.03 g/mol. The calculation puts the total energy at -7229.7560 eV. Its total charge is -1.

Cartesian coordinates (Å):
O -1.6022 -0.8797 -2.1563
H -1.7882 -0.0370 -2.6291
H -0.9783 -0.6286 -1.4380
O -0.4790 -1.5838 1.5126
O 0.0000 0.0000 0.0000
C 0.2994 -0.8593 0.8319
H 1.3971 -0.9800 0.9998



# 6
The following is a DFT calculation (ωB97M-V/def2-TZVPD) of an isolated molecule of C17H19N5O at a distorted geometry.

The orbital gap comes out at 0.312 hartree. The highest occupied orbital energy is -8.541 eV. For the molecular weight, the calculation gives 309.37 g/mol. Its SMILES is CCNc1nc(C)c(CN(C(C)=O)c2ccccc2)nc1C#N. The calculation puts the total energy at -27434.9395 eV. Its total charge is 0.

Cartesian coordinates (Å):
N 3.5642 1.3971 -2.0004
O -2.5324 -1.4970 -0.1963
C 2.8245 0.7872 -1.3012
N 1.9634 -2.1928 0.6824
N 0.9269 0.3336 0.0883
C -2.7523 -0.2946 -0.3102
C 2.1074 -0.0778 -0.4541
C 2.6032 -1.3718 -0.1376
C 0.7734 -1.7821 1.1303
C 0.2021 -0.4898 0.8904
C -3.0400 4.6183 0.7846
C -3.6142 3.7300 1.7260
C -2.1097 4.1444 -0.1366
C -3.2918 2.3742 1.6371
C -1.7856 2.8032 -0.1888
C -2.4009 1.8939 0.6699
N -2.0456 0.5696 0.5462
N 3.7255 -2.0150 -0.6255
C -3.7675 0.1603 -1.3362
C 0.1279 -2.6840 2.1377
C -1.1000 -0.0048 1.5086
C 5.3611 -3.0361 -2.0972
C 4.2034 -2.0216 -2.0312
H -3.2649 5.6737 0.8121
H -4.3721 4.1122 2.4146
H -1.6059 4.7945 -0.8517
H -3.6766 1.6555 2.3591
H -0.9953 2.4747 -0.8409
H 3.6668 -2.9487 -0.2421
H -4.1457 -0.7124 -1.8718
H -3.2982 0.8469 -2.0283
H -4.6378 0.6465 -0.8498
H -0.9095 -2.8652 1.8842
H 0.6603 -3.6331 2.1816
H 0.1400 -2.2229 3.1182
H -1.5560 -0.8101 2.0731
H -0.8977 0.7357 2.3140
H 5.0414 -4.0205 -1.9045
H 5.7429 -2.9931 -3.0962
H 6.1764 -2.7395 -1.4426
H 3.3982 -2.3373 -2.7037
H 4.5907 -1.0016 -2.3117



# 7
The following is a DFT calculation (ωB97M-V/def2-TZVPD) of an isolated molecule of C20H20N2O4.

The orbital gap comes out at 0.319 hartree. The highest occupied orbital energy is -8.501 eV. For the molecular weight, the calculation gives 352.39 g/mol. Its SMILES is COCC(=O)N(Cc1cc2ccccc2[nH]c1=O)c1ccccc1OC. The calculation puts the total energy at -32235.1726 eV. Its total charge is 0.

Cartesian coordinates (Å):
C -1.5274 -3.3588 3.0648
H -2.4977 -3.7979 3.3212
H -0.7421 -3.8455 3.6406
O -1.4817 -1.9917 3.4150
C -2.5447 -1.2437 2.8773
C -2.6586 -1.3283 1.3514
O -3.5602 -1.9452 0.8168
N -1.7234 -0.6624 0.6413
C -0.6833 0.1258 1.1945
C 0.4016 -0.4607 1.8230
C 1.4352 0.3202 2.3125
C 1.3894 1.6917 2.1578
C 0.3174 2.2935 1.5183
C -0.7284 1.5218 1.0306
O -1.8243 2.0154 0.3856
C -1.9304 3.4062 0.2066
H -1.9563 3.9355 1.1642
H -2.8735 3.5638 -0.3146
H -1.1088 3.7976 -0.4027
H 0.3059 3.3663 1.4089
H 2.1922 2.3093 2.5322
H 2.2735 -0.1453 2.8067
H 0.4298 -1.5329 1.9199
C -1.8151 -0.6959 -0.8149
C -0.4457 -0.6328 -1.4136
C -0.0247 0.4097 -2.1610
C 1.3030 0.4818 -2.6820
C 1.7646 1.5495 -3.4598
C 3.0592 1.5686 -3.9240
C 3.9254 0.5197 -3.6207
C 3.4973 -0.5430 -2.8567
C 2.1850 -0.5736 -2.3809
N 1.7257 -1.6148 -1.6235
C 0.4547 -1.7440 -1.1033
O 0.1640 -2.7254 -0.4458
H 2.3622 -2.3749 -1.4122
H 4.1668 -1.3574 -2.6213
H 4.9400 0.5403 -3.9886
H 3.4084 2.3943 -4.5246
H 1.0861 2.3573 -3.6911
H -0.7008 1.2255 -2.3786
H -2.4303 0.1367 -1.1712
H -2.3096 -1.6408 -1.0648
H -2.3713 -0.2101 3.1881
H -3.5050 -1.5980 3.2832
H -1.3441 -3.5075 1.9953



# 8
The following is a DFT calculation (ωB97M-V/def2-TZVPD) of a structure of composition C37H59Br2N11OPbSe at a distorted geometry.

The orbital gap comes out at 0.275 hartree. The highest occupied orbital energy is -11.861 eV. For the molecular weight, the calculation gives 1119.92 g/mol. The calculation puts the total energy at -268430.4970 eV. Its total charge is +2.

Cartesian coordinates (Å):
Pb 0.3480 -0.4922 0.7318
C 3.9737 0.0071 5.0543
N 2.5606 0.0966 4.7374
C 1.7500 0.3679 5.9128
C 2.0715 -0.0550 3.4913
N 0.9520 0.3918 3.0174
C 0.0982 1.3684 3.6496
C -0.9145 1.9031 2.6350
N -1.5457 0.8777 1.7766
C -2.5293 1.5984 0.9361
C -2.8140 1.0541 -0.4817
N -2.0728 1.8312 -1.4575
C -2.6067 2.6456 -2.3528
N -1.8676 3.7594 -2.7598
C -2.3715 5.0562 -2.3129
C -0.4274 3.7196 -2.6294
N -3.7861 2.4924 -2.9812
C -4.6234 1.3150 -2.8853
C -4.2568 3.4556 -3.9596
C -2.1868 -0.1523 2.6167
C -2.5162 -1.4508 1.8852
N -1.3707 -2.0422 1.2079
C -1.0867 -3.3356 1.3395
N -0.6560 -4.0046 0.2542
C -0.9890 -3.5346 -1.0708
C 0.3049 -5.0874 0.2853
N -1.2043 -4.0090 2.5078
C -0.9611 -3.3727 3.7816
C -1.5966 -5.3994 2.5902
N 2.7664 -0.8480 2.5480
C 3.7277 -0.1988 1.6703
C 3.1820 -2.1755 2.9636
H 4.2456 0.8759 5.6595
H 4.5866 0.0207 4.1591
H 4.1884 -0.8973 5.6320
H 2.2751 -0.0260 6.7816
H 0.7922 -0.1394 5.8467
H 1.5936 1.4357 6.0730
H 0.6753 2.2225 4.0189
H -0.4372 0.9472 4.5046
H -0.4006 2.6009 1.9734
H -1.6829 2.4569 3.1895
H -2.1636 2.6164 0.7940
H -3.4742 1.6552 1.4905
H -3.8898 1.1160 -0.6338
H -2.5017 0.0083 -0.5302
H -1.9364 5.3235 -1.3419
H -3.4501 5.0595 -2.2053
H -2.0937 5.8153 -3.0440
H -0.0941 3.6185 -1.5873
H -0.0331 4.6468 -3.0421
H -0.0298 2.8831 -3.2043
H -5.4468 1.4633 -2.1829
H -4.0419 0.4376 -2.6175
H -5.0622 1.1242 -3.8637
H -5.0021 4.1270 -3.5291
H -4.7294 2.9203 -4.7805
H -3.4274 4.0319 -4.3580
H -3.1102 0.2400 3.0618
H -1.4968 -0.4020 3.4186
H -3.2801 -1.2497 1.1250
H -2.9575 -2.1411 2.6079
H -1.8231 -2.8477 -0.9842
H -1.2844 -4.3801 -1.6930
H -0.1533 -3.0277 -1.5560
H 0.7789 -5.1515 1.2620
H 1.0690 -4.8880 -0.4693
H -0.1524 -6.0501 0.0413
H -0.4710 -2.4121 3.6268
H -0.3010 -4.0181 4.3667
H -1.8797 -3.2284 4.3568
H -1.8978 -5.7615 1.6133
H -2.4470 -5.4820 3.2699
H -0.7876 -6.0202 2.9785
H 3.7458 -0.7176 0.7095
H 4.7479 -0.2153 2.0750
H 3.4295 0.8327 1.5043
H 2.4486 -2.5878 3.6545
H 4.1719 -2.1997 3.4313
H 3.2144 -2.8051 2.0720
C 2.0501 3.2210 0.3884
C 2.8733 2.3585 -0.5113
C 4.1920 2.7268 -0.8414
C 4.9507 1.9130 -1.6367
C 4.3966 0.7169 -2.1366
C 5.0696 -0.2252 -2.9500
Br 6.8945 0.0502 -3.4258
C 4.4376 -1.3638 -3.3879
C 3.1000 -1.5886 -3.0575
Br 2.2194 -3.1744 -3.6113
C 2.3793 -0.6949 -2.2839
O 1.1099 -0.8964 -1.9889
C 3.0497 0.4528 -1.7824
N 2.3291 1.2546 -0.9689
H 2.0135 4.2400 0.0077
H 2.4874 3.2629 1.3856
H 1.0426 2.8145 0.4466
H 4.5929 3.6507 -0.4558
H 5.9636 2.1842 -1.8910
H 4.9627 -2.0837 -3.9987
Se -0.1827 0.6739 -1.8210
C -1.1056 -0.0873 -3.3539
C -0.6295 0.3499 -4.5832
C -1.1909 -0.1308 -5.7521
C -2.2358 -1.0394 -5.6976
C -2.7063 -1.4761 -4.4696
C -2.1408 -1.0024 -3.2963
H 0.1957 1.0496 -4.6255
H -0.8081 0.2025 -6.7046
H -2.6706 -1.4111 -6.6131
H -3.5127 -2.1932 -4.4114
H -2.5029 -1.3678 -2.3478



# 9
The following is a DFT calculation (ωB97M-V/def2-TZVPD) of a structure of composition C23H41BrLuP2 at a distorted geometry.

The orbital gap (spin up / spin down) comes out at 0.126 / 0.088 hartree. The highest occupied orbital energy (spin up / spin down) is -6.905 / -6.362 eV. For the molecular weight, the calculation gives 634.40 g/mol. The calculation puts the total energy at -146742.2337 eV. Its total charge is +1.

Cartesian coordinates (Å):
Lu 0.3125 0.6755 -3.5827
C 1.9371 0.0747 0.9802
C 1.4137 1.3612 0.6655
C -0.2461 0.1536 1.7077
C 0.8969 -0.6836 1.5877
C 0.0648 1.4106 1.1163
C 3.3057 -0.4093 0.7142
H 3.8374 0.2597 0.0257
H 3.2939 -1.4219 0.2841
H 3.8906 -0.4631 1.6471
C 0.9412 -2.1143 1.9393
H 1.8779 -2.5706 1.6019
H 0.1089 -2.6611 1.4706
H 0.8580 -2.2547 3.0261
C -1.5431 -0.2660 2.2682
H -1.4147 -0.6770 3.2800
H -2.0109 -1.0490 1.6516
H -2.2330 0.5814 2.3253
C -0.8621 2.5489 0.9663
H -0.7316 3.2835 1.7778
H -1.9050 2.2060 0.9854
H -0.6971 3.0698 0.0119
C 2.1323 2.4411 -0.0397
H 2.6704 3.0958 0.6647
H 1.4385 3.0743 -0.6102
H 2.8728 2.0306 -0.7401
C 0.2866 -0.7861 -5.2257
C 1.7058 -0.0636 -5.1847
C 1.9912 1.4619 -5.0957
C 0.8174 2.4675 -5.2587
C -0.0984 2.7668 -4.0006
C -1.5362 2.1617 -4.0154
C -1.8618 0.6574 -4.1708
C -1.1351 -0.0950 -5.3561
H 2.6295 1.6404 -5.9722
H 0.2007 2.2340 -6.1406
H 2.6370 1.7140 -4.2260
H -1.1098 0.5321 -6.2615
H 0.3031 -1.3113 -6.1968
H 2.2542 -0.4550 -6.0586
H -1.7826 -0.9558 -5.5796
H -1.7842 0.0859 -3.1958
H -2.0249 2.6381 -4.8798
H -2.9364 0.5982 -4.3794
H 1.3182 3.4265 -5.4697
H -0.2928 3.8409 -4.0808
P 2.3941 -1.7671 -4.2600
C 3.4556 -2.8945 -5.1421
C 3.1583 -1.0815 -2.7736
P -2.7385 3.0929 -2.6044
C 0.6346 -1.7770 -4.1223
C -2.5143 4.8377 -3.1120
C -4.3956 2.7527 -3.2890
H 3.1804 -3.9252 -4.8713
H 4.5011 -2.7132 -4.8509
H 3.3462 -2.7597 -6.2255
H 3.4225 -0.0161 -2.9065
H 4.0886 -1.6315 -2.5627
H 2.4755 -1.1768 -1.9151
H -4.4155 2.8185 -4.3848
H -5.1010 3.4749 -2.8511
H -4.6854 1.7405 -2.9721
H 0.0113 -2.6371 -3.8856
H 0.4655 2.7354 -3.0152
H -3.2193 5.4324 -2.5142
H -2.7018 4.9876 -4.1831
H -1.4964 5.1573 -2.8575
Br -0.3820 -0.8965 -1.5025



# 10
The following is a DFT calculation (ωB97M-V/def2-TZVPD) of an isolated molecule of C4H6O2.

The orbital gap comes out at 0.332 hartree. The highest occupied orbital energy is -8.567 eV. For the molecular weight, the calculation gives 86.09 g/mol. The calculation puts the total energy at -8335.4934 eV. Its total charge is 0.

Cartesian coordinates (Å):
C -1.8352 -0.3586 -0.4613
C -0.5861 -0.4371 0.3954
O -0.3025 -1.4064 1.0742
C 0.1471 0.8715 0.4315
C 1.8777 0.4294 0.0905
O 0.9116 1.0829 -0.7202
H -1.8837 0.5660 -1.0442
H -1.8419 -1.2181 -1.1378
H -2.7185 -0.4250 0.1807
H 1.4133 0.4454 1.1655
H 2.0582 -0.6076 -0.1876
H 2.7601 1.0576 0.2132